(1)
Computed, not measured: a molecular structure, CH30CuO18 in a non-equilibrium geometry, with the ωB97M-V functional and the def2-TZVPD basis.

Each line ends with the Löwdin charge.
Element x y z (Å)
Cu 12.82 -4.49 -17.64  0.34
C 13.63 -6.25 -16.68  -0.68
O 13.89 -5.91 -18.05  -0.22
O 13.46 -7.48 -16.40  -0.10
O 13.33 -5.29 -15.98  -0.04
O 16.47 -5.76 -14.12  -0.06
H 16.06 -4.93 -13.88  0.00
H 15.89 -5.93 -14.86  -0.02
O 13.63 -7.44 -13.78  -0.01
H 12.73 -7.34 -13.51  0.01
H 13.68 -7.48 -14.71  -0.06
O 10.72 -6.91 -16.02  -0.01
H 10.31 -6.12 -15.64  0.03
H 11.62 -6.82 -15.84  -0.05
O 13.96 -10.18 -17.84  -0.04
H 14.15 -9.25 -18.03  -0.01
H 13.46 -10.15 -17.07  -0.06
O 13.88 -3.18 -18.57  -0.01
H 13.61 -2.32 -18.17  0.09
H 14.82 -3.26 -18.53  0.07
O 16.56 -5.24 -16.94  -0.02
H 16.59 -4.27 -16.78  0.07
H 15.67 -5.43 -17.17  -0.04
O 12.01 -7.98 -18.56  -0.03
H 12.62 -7.73 -17.87  -0.03
H 12.08 -7.23 -19.13  -0.02
O 11.56 -3.11 -16.66  0.03
H 11.42 -2.34 -17.12  0.03
H 11.79 -2.70 -15.84  0.07
O 15.90 -8.31 -15.97  -0.03
H 15.09 -7.83 -16.16  -0.02
H 15.67 -9.24 -15.90  0.07
O 13.39 -6.56 -20.54  -0.05
H 13.53 -6.18 -19.64  0.00
H 12.70 -6.16 -21.05  0.02
O 11.46 -5.29 -13.83  -0.04
H 11.27 -4.35 -13.64  0.05
H 12.02 -5.22 -14.59  -0.03
O 16.88 -5.57 -19.85  -0.05
H 16.59 -6.27 -19.30  -0.04
H 17.82 -5.69 -19.85  0.02
O 14.27 -3.49 -14.12  -0.03
H 13.94 -3.93 -14.90  -0.01
H 13.74 -3.79 -13.41  0.02
O 15.55 -7.70 -18.55  -0.04
H 14.89 -7.00 -18.38  -0.03
H 16.04 -7.83 -17.76  -0.01
O 12.57 -9.65 -15.54  -0.03
H 13.01 -8.87 -15.90  -0.03
H 11.69 -9.50 -15.79  0.02

Output
- Charge: -1
- Gap between HOMO and LUMO: 6.34 eV
- Total energy: -83019.56612 eV
- Multiplicity: 1

---

(2)
Computed, not measured: 16 unconnected molecules or ions with the total composition CH31O18 in a non-equilibrium geometry, with the ωB97M-V functional and the def2-TZVPD basis.

Each line ends with the Löwdin charge.
Element x y z (Å)
C -0.15 -0.48 0.03  -0.75
O 0.92 -0.09 -0.44  -0.02
O -0.24 -0.67 1.35  0.11
O -1.10 -0.73 -0.73  -0.03
H 0.52 -0.40 1.92  0.09
O -0.95 1.82 -3.08  -0.03
H -1.55 2.52 -2.85  0.07
H -0.95 1.26 -2.30  0.02
O 1.20 3.04 -2.10  -0.08
H 1.68 2.18 -2.06  0.01
H 0.55 2.77 -2.74  -0.03
O 2.92 1.45 -0.22  -0.03
H 3.59 1.11 -0.78  0.02
H 2.22 0.84 -0.22  -0.07
O 2.19 0.30 -3.25  -0.02
H 1.76 -0.50 -2.98  -0.03
H 2.64 -0.02 -3.99  0.01
O -0.68 2.55 0.27  -0.07
H -0.23 2.48 -0.57  -0.02
H -0.11 2.23 1.00  -0.01
O 0.01 0.68 4.46  -0.06
H -0.08 -0.26 4.60  0.04
H 0.44 0.84 3.60  -0.02
O 0.94 1.96 2.26  -0.01
H 1.89 1.87 2.24  0.08
H 0.75 2.62 2.90  0.08
O 2.34 -1.31 2.66  -0.05
H 2.93 -0.57 2.78  0.03
H 2.52 -1.53 1.73  -0.03
O -1.06 -3.40 -0.82  -0.07
H -0.95 -2.46 -0.95  -0.05
H -1.14 -3.79 -1.74  0.06
O 2.62 -1.98 0.16  -0.02
H 1.89 -1.42 -0.21  0.03
H 3.21 -1.94 -0.55  0.03
O -2.11 -2.24 2.95  -0.03
H -1.64 -1.77 2.30  -0.04
H -1.37 -2.61 3.44  0.03
O -3.38 -0.09 -2.82  -0.04
H -3.54 0.36 -1.99  0.02
H -2.51 0.13 -3.14  -0.01
O -2.47 0.91 2.85  -0.05
H -1.56 0.78 3.10  -0.04
H -2.65 0.26 2.20  -0.03
O -3.39 -0.81 0.55  -0.07
H -2.56 -0.82 0.05  -0.02
H -3.92 -0.36 -0.14  0.04
O 0.52 -1.77 -2.87  -0.03
H 0.08 -1.25 -2.20  0.00
H -0.02 -1.67 -3.66  0.07

Output
- Charge: -1
- Gap between HOMO and LUMO: 9.57 eV
- Total energy: -38399.38056 eV
- Multiplicity: 1

---

(3)
Computed, not measured: 16 unconnected molecules or ions with the total composition CH33O16 in a non-equilibrium geometry, with the ωB97M-V functional and the def2-TZVPD basis.

Each line ends with the Löwdin charge.
Element x y z (Å)
C -0.17 0.07 0.02  -0.24
O -0.05 -0.42 -1.27  -0.39
H -1.04 -0.27 0.57  0.08
H -0.08 1.15 -0.05  0.06
H 0.71 -0.35 0.52  0.05
O 2.34 1.57 -0.40  -0.05
H 1.71 0.91 -0.02  0.01
H 2.83 1.02 -1.01  0.05
O 0.76 -3.16 -3.36  -0.05
H 0.90 -2.20 -3.41  0.00
H -0.01 -3.30 -2.87  -0.02
O 0.73 3.87 0.32  -0.06
H 0.76 3.16 0.97  -0.06
H 1.64 3.93 0.03  0.03
O -2.25 2.60 -0.49  -0.05
H -2.90 2.03 -0.12  0.02
H -2.29 3.41 0.05  0.04
O -3.69 -1.87 -0.15  -0.09
H -4.12 -2.70 -0.12  -0.02
H -2.75 -2.20 -0.31  -0.02
O -1.20 -0.38 3.11  -0.04
H -1.27 -1.35 3.08  0.07
H -0.29 -0.19 3.01  -0.04
O 1.52 -0.80 2.90  -0.04
H 1.40 -1.31 3.69  0.06
H 2.48 -0.74 2.82  0.09
O -2.12 2.28 2.75  -0.08
H -1.26 2.74 2.70  0.01
H -1.87 1.45 2.32  -0.01
O 1.21 -3.32 1.44  -0.06
H 1.34 -2.97 0.55  -0.02
H 1.19 -2.55 2.00  -0.04
O 1.52 -0.46 -3.33  -0.09
H 0.91 -0.67 -2.60  -0.01
H 2.39 -0.85 -3.08  0.05
O -1.87 0.82 -2.46  -0.13
H -2.58 0.19 -2.62  0.01
H -1.18 0.30 -1.94  -0.03
O 0.05 2.59 -2.16  -0.06
H 0.74 2.46 -2.81  0.03
H 0.60 2.38 -1.39  -0.03
O -1.29 -2.73 -0.76  -0.03
H -1.20 -3.23 0.05  0.05
H -0.75 -1.94 -0.67  -0.01
O 0.70 2.31 2.35  -0.02
H 1.30 3.00 2.64  0.08
H 1.29 1.56 2.41  0.04
O 2.09 -1.93 -0.78  -0.05
H 1.43 -1.26 -0.88  -0.04
H 1.67 -2.66 -1.20  0.02

Output
- Charge: -1
- Gap between HOMO and LUMO: 7.20 eV
- Total energy: -34333.32726 eV
- Multiplicity: 1

---

(4)
Computed, not measured: 16 unconnected molecules or ions with the total composition CH35N2O15 in a non-equilibrium geometry, with the ωB97M-V functional and the def2-TZVPD basis.

Each line ends with the Löwdin charge.
Element x y z (Å)
N 0.09 0.76 -0.90  0.18
C -0.56 1.12 -2.01  -0.21
N 0.14 1.53 -3.07  0.18
H 1.11 0.58 -0.91  0.10
H -0.42 0.30 -0.18  0.05
H -1.68 1.24 -1.99  0.15
H -0.29 1.80 -3.93  0.13
H 1.16 1.32 -3.13  0.10
H -1.85 4.09 -0.19  0.07
H -1.04 2.95 0.45  0.03
O -1.71 3.14 -0.26  -0.06
H 3.66 0.45 -3.31  0.09
H 3.03 0.48 -1.90  0.00
O 2.83 0.46 -2.84  -0.04
H 3.22 -0.63 0.26  0.03
H 2.92 0.78 0.62  -0.01
O 3.12 0.27 -0.14  -0.05
H -2.20 -1.21 0.23  0.02
H -3.11 -2.43 -0.12  0.10
O -2.51 -1.78 -0.52  -0.07
H -4.61 0.14 -2.07  0.09
H -3.33 -0.52 -1.34  0.02
O -3.81 0.33 -1.55  -0.07
H 2.28 -0.05 2.97  0.01
H 2.60 -1.45 2.51  0.04
O 2.20 -0.97 3.29  -0.07
H 0.67 -1.45 3.33  0.02
H -0.38 -2.54 3.87  0.08
O -0.26 -1.83 3.21  -0.09
H -1.49 -1.47 -1.98  0.00
H -0.10 -1.40 -2.79  0.03
O -1.00 -1.02 -2.68  -0.07
H 1.70 -1.94 -1.60  0.03
H 2.04 -1.11 -2.83  0.02
O 1.55 -1.91 -2.55  -0.05
H 0.02 -2.12 1.52  0.01
H -0.24 -2.89 0.22  0.06
O 0.33 -2.23 0.60  -0.04
H 3.39 -3.05 0.90  0.09
H 1.97 -2.35 0.79  0.02
O 2.94 -2.20 0.97  -0.07
H -4.00 1.11 -0.01  0.05
H -3.11 2.30 0.43  0.01
O -3.65 1.59 0.80  -0.06
H -2.70 0.55 1.33  0.06
H -1.68 -0.48 2.20  0.06
O -1.79 0.00 1.36  -0.13
H 1.34 1.79 1.99  0.04
H 2.75 2.23 2.50  0.09
O 2.27 1.49 2.14  -0.05
H -0.83 1.41 1.70  0.02
H -0.68 2.55 2.72  0.10
O -0.33 2.24 1.88  -0.05

Output
- Charge: +1
- Gap between HOMO and LUMO: 10.75 eV
- Total energy: -35296.44830 eV
- Multiplicity: 1

---

(5)
Computed, not measured: 17 unconnected molecules or ions with the total composition CH36O17 in a non-equilibrium geometry, with the ωB97M-V functional and the def2-TZVPD basis.

Each line ends with the Löwdin charge.
Element x y z (Å)
C -1.53 2.45 -1.93  -0.11
O -0.37 3.12 -1.40  -0.15
H -2.12 3.27 -2.33  0.09
H -1.30 1.78 -2.79  0.09
H -2.02 1.98 -1.10  0.04
H -0.14 3.86 -1.96  0.08
H 2.57 1.35 -1.81  0.03
H 2.67 2.64 -1.05  0.03
O 3.09 2.16 -1.77  -0.04
H -4.46 -2.62 -0.47  0.06
H -3.36 -3.19 -1.31  0.10
O -3.63 -3.09 -0.36  -0.05
H 3.59 1.82 1.31  0.01
H 4.09 1.82 -0.02  0.03
O 3.73 1.17 0.59  -0.07
H 2.83 2.56 2.65  0.04
H 1.83 3.64 2.14  0.04
O 2.74 3.28 2.03  -0.07
H 2.37 -3.52 -1.93  0.05
H 0.84 -3.47 -1.53  0.03
O 1.46 -3.46 -2.27  -0.07
H -1.38 -0.66 2.96  -0.02
H -0.68 0.82 2.80  0.02
O -1.33 0.25 3.20  -0.03
H 0.90 -1.85 -0.16  0.04
H -0.12 -1.18 -1.27  0.05
O 0.02 -1.91 -0.67  -0.09
H -0.80 -3.06 3.57  0.03
H -1.12 -4.32 2.71  0.07
O -0.46 -3.91 3.30  -0.05
H -3.21 -0.28 -0.26  0.04
H -4.19 0.81 -0.58  0.02
O -3.56 0.26 -1.05  -0.10
H 0.55 -2.42 2.77  0.00
H 2.12 -2.17 3.36  0.06
O 1.39 -1.96 2.79  -0.04
H 1.19 -1.74 -3.34  0.05
H 1.90 -0.99 -2.21  0.02
O 1.45 -0.84 -3.05  -0.07
H -4.04 1.31 1.78  0.07
H -2.71 1.12 1.88  0.01
O -3.28 1.55 1.22  -0.07
H 0.62 0.71 -4.72  0.02
H 1.63 1.65 -3.92  -0.01
O 0.99 1.59 -4.63  -0.06
H 2.57 -1.98 1.29  0.03
H 2.68 -0.65 0.41  0.04
O 2.40 -1.58 0.44  -0.05
H -0.36 2.72 2.11  0.02
H -0.26 3.32 0.57  0.02
O -0.05 3.39 1.51  -0.03
H -2.66 -2.12 0.74  -0.01
H -1.17 -1.71 0.56  0.00
O -1.90 -1.73 1.21  -0.09

Output
- Gap between HOMO and LUMO: 10.38 eV
- Total energy: -36428.14849 eV
- Multiplicity: 1